[1]
Entry from OMol25: a structure of composition C34H39BFeO3S2 in a non-equilibrium geometry (ωB97M-V with the def2-TZVPD basis set).

Atoms and positions in Å:
1 Fe -2.18826 -3.73572 -0.89346
2 S 4.06281 3.17977 -0.83782
3 S -0.07815 2.70439 -0.98280
4 O 2.40318 0.61264 -1.07245
5 O -5.89246 2.22661 1.57533
6 O 2.56057 0.27014 1.27651
7 C -2.33690 -5.71052 -0.57986
8 C 2.80142 -1.50662 -1.99703
9 C -2.75057 -2.10172 -1.72711
10 C -1.11670 -3.55985 -2.53656
11 C 3.95084 -1.73769 1.44108
12 C -3.34747 -4.01200 0.68498
13 C -2.54695 0.10111 0.24585
14 C 3.95097 2.63038 1.65321
15 C 6.65964 4.24514 -0.36461
16 C -0.49614 3.86453 1.27189
17 C -1.49352 -1.77013 -1.00035
18 C -4.88445 1.42624 1.14494
19 C -1.71553 4.98281 -0.70963
20 C 1.59018 -1.79674 0.76383
21 C -0.54846 -2.80160 -1.44332
22 C 4.67726 -0.28408 -0.97014
23 C -2.47812 -3.10389 -2.73630
24 C 0.85685 2.15282 0.40373
25 C -3.59141 -5.05956 -0.28558
26 C -1.92858 -4.02206 1.01264
27 C -3.94274 0.92202 2.07883
28 C -4.72162 1.13064 -0.22710
29 C 2.85906 -0.98011 0.68185
30 C -2.83911 0.23827 1.62517
31 C 3.18755 -0.55753 -0.86252
32 C 5.18254 3.34839 1.46516
33 C -1.34060 -0.59721 -0.13515
34 C 3.25683 2.38644 0.48283
35 C -7.06167 2.35227 0.72242
36 C -1.29869 -5.06943 0.20804
37 C -0.85261 3.95833 -0.06538
38 C 0.46263 2.82899 1.54607
39 C -3.56301 0.52629 -0.65463
40 C 5.40943 3.66283 0.13974
41 B 2.14937 1.15064 0.21275
42 H -4.11835 1.04558 3.14860
43 H 1.72431 -1.50124 -2.19746
44 H -0.60059 -4.31781 -3.12264
45 H -6.90227 3.10860 -0.06001
46 H 4.90606 0.14738 -1.95265
47 H 3.13673 -2.52838 -1.78620
48 H -2.36623 4.50170 -1.45222
49 H 5.87748 3.54999 2.28537
50 H -0.87765 4.55444 2.02420
51 H 0.87416 2.63595 2.54030
52 H 1.13114 -1.75569 1.76334
53 H -3.43137 0.40891 -1.72673
54 H -2.14228 -0.23098 2.31633
55 H -0.25788 -5.37519 0.24468
56 H -1.11395 5.74814 -1.22715
57 H 0.94394 -1.30870 0.03538
58 H -2.33425 5.48649 0.04303
59 H 7.31037 4.47450 0.47918
60 H -7.32503 1.37226 0.29625
61 H 4.91914 -1.22449 1.44201
62 H 7.17270 3.54205 -1.01804
63 H -2.21311 -6.60016 -1.19334
64 H 0.45747 -2.88118 -1.07565
65 H -7.85896 2.68893 1.38393
66 H -5.51868 1.39666 -0.93458
67 H -4.11432 -3.40503 1.16011
68 H -3.14069 -3.42546 -3.54030
69 H 4.07029 -2.73156 0.98191
70 H 3.57604 2.31401 2.61935
71 H -1.44094 -3.39901 1.75808
72 H 3.61483 -1.89240 2.47608
73 H 6.45766 5.15335 -0.92170
74 H 1.72348 -2.84491 0.46652
75 H -3.67151 -1.54900 -1.60378
76 H 3.31728 -1.17567 -2.90925
77 H 5.01809 0.41043 -0.18985
78 H -0.44057 -0.24956 0.39148
79 H 5.20205 -1.25158 -0.87684
80 H -4.57204 -5.38660 -0.62283

Forces on the atoms, in the same order (eV/Å):
-0.869 0.327 0.353
0.218 -0.009 0.122
0.756 0.330 0.676
-0.471 -0.509 0.368
-0.857 -0.179 0.000
-0.497 -0.757 -0.067
-1.044 -0.180 1.080
0.089 -0.334 0.182
0.532 0.747 -1.340
-0.244 1.279 -0.502
0.105 0.204 -0.225
0.131 -1.242 0.317
-1.545 0.371 0.235
0.414 0.970 0.077
0.260 0.214 -0.276
0.341 -0.379 -0.069
0.851 -0.213 -1.134
0.669 -0.373 -0.594
-0.334 0.029 -0.106
-0.291 -0.061 -0.624
0.782 2.648 -1.928
0.283 0.096 -0.046
1.147 1.509 -1.355
0.314 -1.063 -0.892
0.107 -1.736 1.931
-0.228 -1.971 1.116
-1.080 0.498 -0.252
-0.555 0.465 0.871
-0.008 -0.484 -0.553
0.661 0.112 -0.744
-0.039 -0.645 0.468
-0.937 -0.817 0.053
-0.464 -1.019 -0.331
0.656 1.290 -0.321
0.639 -0.131 0.549
-0.864 -0.537 1.938
0.655 -0.496 0.799
-0.713 1.297 -0.015
0.963 -0.216 0.088
-0.939 -0.387 1.064
0.515 1.431 0.712
-0.024 0.071 -0.328
0.249 -0.003 0.166
-0.230 0.135 0.307
0.035 -0.320 0.117
-0.021 -0.048 0.210
-0.076 0.022 -0.052
0.054 0.257 0.137
-0.159 -0.046 -0.439
0.044 -0.236 -0.172
-0.071 0.048 -0.445
0.253 0.058 -0.287
0.168 0.028 0.200
-0.105 0.267 0.088
-0.228 0.200 -0.143
-0.137 -0.307 0.149
-0.176 -0.441 0.316
0.097 -0.126 -0.216
0.026 0.045 -0.098
0.037 0.373 0.049
-0.232 -0.096 0.103
0.117 0.017 -0.114
0.031 0.468 -0.046
-0.153 -0.300 -0.143
0.063 -0.020 -0.077
0.643 0.005 0.257
0.314 0.026 -0.291
0.145 -0.077 0.515
0.085 0.282 0.120
0.144 -0.122 -0.102
-0.136 -0.043 -0.361
0.110 0.108 -0.241
0.151 0.209 -0.181
0.062 0.175 0.107
0.147 -0.435 -0.077
-0.197 -0.064 0.186
0.031 -0.247 -0.169
-0.478 -0.726 -0.451
-0.016 0.490 -0.021
0.322 0.292 -0.195

Values from the calculation:
- Spin multiplicity: 5
- Strongest force on any atom: 3.37 eV Å⁻¹
- HOMO-LUMO gap (alpha / beta): 0.2044 / 0.1977 hartree
- E: -98761.7796 eV
- Energy relative to the best compared isomer or geometry (same formula, charge and spin): 6.8 kcal/mol
- HOMO energy (alpha / beta): -5.0 / -7.9 eV
- LUMO (alpha / beta): 0.6 / -2.6 eV

***

[2]
Entry from OMol25: a structure of composition C34H39BN3O6PRu (ωB97M-V with the def2-TZVPD basis set).

Atoms and positions in Å:
1 Ru 1.18255 -0.02702 0.51791
2 P 0.87972 -0.76760 -1.80369
3 O 0.37066 0.24162 -2.93223
4 O -0.10836 -1.98176 -2.05651
5 O -1.63901 1.14215 -0.27289
6 O 1.28236 -2.64612 0.49652
7 O 2.26592 -1.34109 -2.31885
8 O -1.76482 -0.36834 1.44310
9 N 1.59143 2.17688 -0.23352
10 N 1.71006 -0.64665 2.40322
11 N 3.30765 0.32631 0.50995
12 C 1.44239 -3.73931 1.00931
13 C 1.30486 -2.04345 4.31677
14 C 3.91865 -0.40392 1.46021
15 C 2.79751 -4.37562 1.08109
16 C 3.27832 3.41737 -1.43751
17 C 2.87465 2.30117 -0.69053
18 C -4.07877 1.57159 -0.46060
19 C 3.04594 -0.96026 2.44622
20 C 3.56190 -1.81938 3.45484
21 C 4.58143 3.44710 -1.99794
22 C 5.82099 -1.45445 2.55005
23 C 0.74725 3.16785 -0.41357
24 C 2.34829 4.46993 -1.60837
25 C 0.86328 -1.20974 3.34240
26 C -7.54038 0.71082 -0.97047
27 C -6.62374 1.82947 -0.45762
28 C -6.37807 2.80953 -1.60367
29 C 5.42156 2.38989 -1.80726
30 C 5.33783 -0.63255 1.57457
31 C 0.27883 -4.49709 1.57862
32 C -7.32494 2.58360 0.68015
33 C -2.96654 0.96877 0.08534
34 C -4.25035 -0.31297 1.65797
35 C 1.18108 1.32476 -3.41877
36 C -5.37852 0.28800 1.11294
37 C 4.94979 -2.06151 3.46803
38 C -5.32231 1.22113 0.06837
39 C 1.09568 4.36150 -1.07712
40 C -3.04023 0.05606 1.11348
41 C 2.36608 -2.05600 -3.56941
42 C -1.43563 -2.01844 -1.50480
43 C 2.67980 -2.37457 4.39685
44 C 5.04744 1.29331 -0.99875
45 C 3.81231 1.25166 -0.38840
46 B -0.91357 0.30092 0.56977
47 H 0.35907 5.14557 -1.17381
48 H -7.05866 0.14481 -1.76979
49 H -7.33180 3.21531 -1.94312
50 H 0.91161 1.46924 -4.46182
51 H -0.54016 -3.81651 1.79896
52 H -6.69675 3.39114 1.06005
53 H -6.34340 0.01725 1.52019
54 H 3.05647 -3.01999 5.17747
55 H 2.77045 -5.35983 0.60845
56 H -1.37904 -2.09175 -0.41889
57 H -4.32131 -1.02724 2.46608
58 H 1.80698 -2.98660 -3.50921
59 H -5.75620 3.65236 -1.29543
60 H 2.64785 5.35541 -2.15546
61 H -5.90420 2.32590 -2.46044
62 H -0.17664 -0.93823 3.23044
63 H 1.98327 -1.44642 -4.38743
64 H 0.56458 -5.05385 2.47001
65 H -1.90457 -2.91045 -1.90961
66 H 5.35399 -2.71031 4.23517
67 H 6.88361 -1.63751 2.63013
68 H 0.60099 -2.43757 5.03625
69 H -8.26006 3.01880 0.32281
70 H -0.04840 -5.22643 0.83203
71 H 3.05868 -4.53390 2.12943
72 H -7.80911 0.01175 -0.17821
73 H 2.24237 1.08025 -3.34988
74 H -7.56391 1.92348 1.51434
75 H 6.02442 -0.15434 0.90015
76 H 3.54221 -3.74647 0.59938
77 H 4.88081 4.30235 -2.58932
78 H 5.74408 0.47755 -0.90269
79 H 0.96255 2.23113 -2.85883
80 H 6.40278 2.38153 -2.26177
81 H -3.97452 2.28076 -1.26793
82 H -0.26374 3.01939 -0.06103
83 H -8.46530 1.13600 -1.36430
84 H -2.00176 -1.13747 -1.80807
85 H 3.42183 -2.25867 -3.71951

Forces on the atoms, in the same order (eV/Å):
-0.033 -0.095 -0.480
-0.043 0.082 0.517
0.047 0.055 -0.057
0.027 0.019 -0.045
-0.025 0.002 0.079
-0.033 -0.012 -0.120
-0.032 0.024 -0.019
-0.012 0.024 0.038
0.096 0.022 0.205
0.037 0.007 0.012
-0.187 -0.080 -0.109
0.012 0.069 0.083
0.033 -0.004 0.045
0.121 -0.010 -0.021
-0.015 -0.025 -0.016
0.071 0.148 -0.115
-0.018 -0.101 0.048
-0.008 -0.053 0.046
0.105 -0.103 0.100
0.012 0.133 -0.044
-0.050 -0.015 0.016
-0.061 0.021 -0.025
-0.011 0.130 -0.129
0.003 0.005 0.049
-0.079 0.048 -0.065
-0.024 -0.025 0.002
0.018 0.002 0.000
0.008 0.039 -0.049
-0.055 -0.101 0.082
0.012 -0.019 0.056
0.019 -0.043 -0.024
-0.027 0.003 0.027
0.022 0.043 -0.047
0.015 0.044 -0.048
-0.056 -0.079 -0.020
-0.012 0.008 -0.010
0.085 -0.007 0.023
-0.017 -0.002 0.000
0.023 -0.177 0.041
-0.016 -0.046 0.025
0.008 0.022 0.009
0.051 -0.034 -0.046
-0.138 0.031 -0.023
0.015 0.079 -0.096
-0.097 0.001 0.078
0.201 -0.030 -0.080
0.015 0.023 -0.017
0.012 0.010 -0.005
-0.003 -0.006 0.005
0.000 0.004 0.001
-0.009 -0.004 -0.014
0.012 -0.001 -0.008
-0.002 0.003 0.007
0.014 -0.006 0.000
-0.004 -0.004 0.000
-0.028 -0.008 -0.012
0.014 -0.006 0.006
0.002 -0.003 0.000
-0.002 -0.003 0.025
0.001 -0.007 -0.014
-0.005 -0.020 0.006
-0.012 -0.040 0.065
-0.004 -0.012 -0.003
0.003 0.016 0.015
-0.011 0.014 0.004
-0.022 -0.007 0.004
0.008 0.022 -0.024
-0.018 -0.004 -0.019
0.004 -0.002 -0.013
-0.019 0.001 0.004
0.022 0.015 0.002
0.006 -0.002 0.006
0.000 0.028 0.018
0.001 -0.004 0.001
0.004 0.052 -0.049
0.006 0.004 0.009
0.010 0.002 -0.001
-0.004 -0.056 0.072
0.011 -0.008 -0.018
0.000 0.028 -0.015
0.010 0.008 -0.007
0.004 -0.024 0.054
0.001 0.007 0.003
-0.010 -0.016 0.017
-0.002 0.003 -0.001

Values from the calculation:
- Spin multiplicity: 6
- Strongest force on any atom: 0.53 eV Å⁻¹
- HOMO-LUMO gap (alpha / beta): 0.1842 / 0.2268 hartree
- E: -65190.2246 eV
- Charge: +1
- Energy relative to the best compared isomer or geometry (same formula, charge and spin): 20.2 kcal/mol
- HOMO energy (alpha / beta): -7.8 / -10.7 eV
- LUMO (alpha / beta): -2.8 / -4.5 eV